13
Properties=species:S:1:pos:R:3:mulliken_charge:R:1 method="wB97M-V/def2-TZVPD" homo_lumo_gap_ha="0.1369 / 0.2500" de_lowest_ev=0.204 spin_multiplicity=2 fmax_ev_per_a=2.26 total_charge=-1 s2=0.7539
S 0.303 -1.357 1.651 -0.51
H -1.047 1.083 2.154 0.05
H -0.399 1.225 -1.140 0.22
H 0.704 -1.152 0.399 0.02
H 1.904 1.564 -3.135 0.29
S -1.504 0.051 1.464 -0.59
H 0.825 2.915 -2.728 0.31
H -0.579 0.850 -2.816 0.24
H 1.846 2.150 -1.479 0.26
H 1.182 -0.605 -2.523 0.25
O 0.734 -0.301 -1.719 -0.45
C 0.165 0.962 -2.022 -0.11
C 1.230 1.966 -2.360 -0.98

19
Properties=species:S:1:pos:R:3:mulliken_charge:R:1 method="wB97M-V/def2-TZVPD" homo_lumo_gap_ha=0.3401 de_lowest_ev=5.222 smiles="C/N=C(/C)O.COO" spin_multiplicity=1 fmax_ev_per_a=3.96 total_charge=0
H 1.667 -2.462 2.101 0.28
H -2.166 2.996 0.034 0.29
H 2.782 -2.614 0.720 0.31
H 2.822 -1.175 1.770 0.29
O -1.721 1.137 -0.088 -0.27
O -2.225 1.649 1.355 -0.37
C -1.522 2.350 -0.682 -0.52
H -0.497 2.734 -0.585 0.26
N 1.129 -1.521 -0.812 -0.50
C 2.182 -1.925 1.305 -1.09
O 0.404 -0.374 1.110 -0.51
H 0.479 0.143 -1.915 0.28
H 0.177 -1.435 -2.635 0.29
H -0.250 0.057 0.530 0.41
H -1.836 1.118 2.068 0.30
C 1.179 -1.254 0.418 0.87
H -1.931 2.337 -1.693 0.25
H -0.851 -0.876 -1.308 0.30
C 0.176 -0.885 -1.694 -0.84

31
Properties=species:S:1:pos:R:3:mulliken_charge:R:1 method="wB97M-V/def2-TZVPD" homo_lumo_gap_ha="0.2895 / 0.2462" de_lowest_ev=0.000 spin_multiplicity=5 fmax_ev_per_a=3.68 total_charge=+1 s2=6.0135
C -0.141 -1.678 -0.467 -0.74
C 0.396 0.837 -1.849 -0.56
H -1.129 2.634 1.347 0.12
H -0.656 0.061 4.965 0.26
H 1.113 2.757 1.592 0.14
O 0.770 0.225 3.353 -0.36
H 0.137 3.285 -0.327 0.12
C -0.289 -2.113 -1.780 -0.34
C 2.472 -0.762 1.007 -0.55
H 3.083 -1.480 0.443 0.28
H -3.157 -1.316 2.543 0.28
O -1.087 -1.390 2.681 -0.40
P 0.095 2.317 0.705 -0.13
H -2.510 -0.896 4.149 0.30
H 2.083 -0.016 0.150 0.19
C -0.164 -1.318 -2.928 -0.24
C 0.158 0.695 4.570 -0.64
P 0.159 -0.574 2.092 1.03
H -2.408 0.285 2.825 0.30
H -0.316 -2.473 0.298 0.33
H -0.541 -3.155 -1.916 0.38
C -2.351 -0.788 3.072 -0.68
H 0.173 0.509 -3.944 0.35
C 0.156 0.043 -2.961 -0.13
H 0.965 0.750 5.296 0.29
H 3.078 -0.179 1.707 0.29
H 0.602 1.905 -2.050 0.30
O 1.529 -1.562 1.834 -0.38
Os 0.214 0.190 -0.047 0.55
H -0.373 -1.817 -3.871 0.35
H -0.278 1.689 4.455 0.30

13
Properties=species:S:1:pos:R:3:mulliken_charge:R:1 method="wB97M-V/def2-TZVPD" homo_lumo_gap_ha="0.3708 / 0.2563" spin_multiplicity=2 fmax_ev_per_a=4.94 total_charge=+1 s2=0.7545
H 0.458 2.384 -0.463 0.30
Rb 0.552 -2.451 0.460 0.96
H 2.074 0.979 -1.578 0.25
H -1.120 0.415 1.051 0.45
O -0.251 0.530 -0.167 -0.33
O 1.121 2.056 -3.087 -0.49
C 1.092 1.082 -2.071 -0.36
H 0.797 0.098 -2.478 0.27
H 1.685 1.754 -3.803 0.32
O -1.340 -0.576 1.982 -0.78
H -0.862 1.895 -1.555 0.33
H -2.247 -0.745 2.277 0.28
C 0.058 1.534 -1.056 -0.20

30
Properties=species:S:1:pos:R:3:mulliken_charge:R:1 method="wB97M-V/def2-TZVPD" homo_lumo_gap_ha=0.3238 de_lowest_ev=0.000 smiles="C=C(I)[C@@H]1C=CC=C(C(C)(C)C)C1" spin_multiplicity=1 fmax_ev_per_a=3.55 total_charge=0
C -2.143 0.880 2.455 -0.42
H 2.452 -0.620 0.317 0.53
H 2.460 0.602 2.592 0.40
H -3.215 2.591 2.742 0.33
H -1.231 -1.082 -2.605 0.26
H -0.793 1.497 0.160 0.60
C 0.377 0.366 2.623 -0.59
H -1.724 2.735 1.776 0.34
H 0.311 -2.332 -2.610 0.37
H 2.040 -1.916 -1.877 0.60
C 0.658 -0.359 -1.653 2.58
H -0.911 1.118 -1.983 0.41
C -0.329 -1.533 -1.988 -1.33
C 1.563 -0.181 0.687 -0.04
H 0.380 0.528 3.696 0.35
C -2.348 2.149 2.360 -0.80
H 0.144 0.630 -3.447 0.45
C 1.555 0.332 2.057 -0.92
H 0.854 1.689 -2.301 0.43
C 0.577 -0.051 -0.225 -0.67
C -0.735 0.469 0.358 -1.32
C 1.967 -0.899 -2.218 -2.23
H -0.661 -2.038 -1.109 0.31
H -1.574 -0.004 -0.162 0.29
H 1.981 -0.947 -3.343 0.33
H 2.762 -0.274 -1.846 0.51
H -1.159 -0.940 1.837 0.50
C -0.987 0.103 1.866 0.54
I -3.704 -0.261 3.456 0.02
C 0.156 0.920 -2.360 -1.85

8
Properties=species:S:1:pos:R:3:mulliken_charge:R:1 method="wB97M-V/def2-TZVPD" homo_lumo_gap_ha=0.3861 de_lowest_ev=3.683 smiles="NNC=O" spin_multiplicity=1 fmax_ev_per_a=7.29 total_charge=0
O -1.392 -0.596 0.032 -0.42
C -0.868 0.425 -0.052 -0.04
H 1.006 -0.956 -0.827 0.24
N 1.455 -0.384 -0.111 -0.50
N 0.540 0.575 0.173 -0.22
H 1.711 -0.907 0.917 0.27
H -1.518 1.266 -0.140 0.39
H 1.182 1.484 -0.328 0.29

| no. | calculated total energy (hartree) |
| --- | --- |
| 1 | -952.589707 |
| 2 | -439.334011 |
| 3 | -1313.654858 |
| 4 | -329.864875 |
| 5 | -765.030731 |
| 6 | -225.156653 |